Molecular formula: C5H13N2
Method: DFT, the ωB97M-V functional and the def2-TZVPD basis

Output
E: -8366.2689 eV
charge: +1
HOMO level: -14.123 eV
E_LUMO: -6.241 eV

The geometry in XYZ format:
```
20
C5H13N2, DFT the ωB97M-V functional and the def2-TZVPD basis
C 0.4797 1.6639 0.1942
C 0.9066 1.6247 -1.2301
C 0.2425 0.3095 -0.5612
C 0.8323 -0.7966 0.1052
N 0.3507 -2.0942 -0.2410
C -1.1657 0.1140 -1.1542
N -1.2383 -0.3886 2.2154
H 1.1939 1.5156 0.9862
H -0.3743 2.2632 0.4498
H 1.9838 1.6564 -1.3208
H 0.2638 1.9386 -2.0257
H 1.9103 -0.8794 0.2792
H 1.1339 -2.7383 -0.1407
H -0.3277 -2.3908 0.4670
H -1.7942 0.9983 -1.0171
H -1.6397 -0.6583 -0.5451
H -1.0332 -0.3261 -2.1486
H -0.6471 0.3136 2.6489
H -0.7462 -0.8921 1.4919
H -1.4903 -0.9718 3.0078
```

=====

Molecular formula: C5H13N2
Method: DFT, the ωB97M-V functional and the def2-TZVPD basis

Output
E: -8354.4213 eV
charge: +2
HOMO level (spin up / spin down): -19.491 / -20.462 eV
multiplicity: 2
E_LUMO (spin up / spin down): -9.537 / -12.136 eV

The geometry in XYZ format:
```
20
C5H13N2, DFT the ωB97M-V functional and the def2-TZVPD basis
C -0.3166 -1.5611 0.7446
C 0.8724 -0.5451 0.7167
C 0.1434 0.7015 0.6622
C -0.3563 1.2414 1.8137
C 0.7553 1.4398 -1.7222
N -0.2418 0.9081 -0.6962
N -0.7893 -1.5658 -0.6330
H 0.1772 -2.5232 1.0840
H -1.0194 -1.2532 1.5311
H 1.5495 -0.8601 -0.0540
H 1.4242 -0.6314 1.6854
H -1.4640 1.3050 1.7076
H 0.0731 1.3263 2.7966
H 0.3323 1.4316 -2.7439
H 1.0146 2.3652 -1.3183
H 1.6189 0.8034 -1.7917
H -1.0206 1.6469 -0.7701
H -1.8822 -1.5628 -0.8067
H -0.3760 -2.3473 -1.2013
H -0.4947 -0.3191 -1.0045
```

=====

Molecular formula: C5H13N2
Method: DFT, the ωB97M-V functional and the def2-TZVPD basis

Output
E: -8349.7669 eV
charge: +2
HOMO level (spin up / spin down): -19.932 / -19.796 eV
multiplicity: 2
E_LUMO (spin up / spin down): -14.111 / -14.358 eV

The geometry in XYZ format:
```
20
C5H13N2, DFT the ωB97M-V functional and the def2-TZVPD basis
C 0.2370 2.2161 1.8159
C 0.3265 1.0682 0.7892
C -0.9132 0.1855 0.7091
C -0.9152 -0.8583 -0.4676
C 0.4052 -1.7583 -0.4582
N 1.4958 -0.8946 -0.6538
N -0.7737 -0.0757 -1.6985
H -0.6368 2.8781 1.5980
H 0.1187 1.8768 2.8220
H 1.1061 2.9029 1.7278
H 1.2445 0.4252 0.9079
H 0.6139 1.4630 -0.1996
H -1.0438 -0.2726 1.7004
H -1.7764 0.8825 0.4438
H 0.5312 -2.3112 0.5772
H 2.3226 -1.4279 -1.0140
H 0.2690 -2.5182 -1.2264
H -1.3035 -0.4829 -2.4829
H 0.2757 -0.0802 -1.8246
H -1.8040 -1.4973 -0.5493
```

=====

Molecular formula: C5H13N2O
Method: DFT, the ωB97M-V functional and the def2-TZVPD basis

Output
E: -10422.2666 eV
charge: -1
HOMO level: -2.198 eV
E_LUMO: 3.514 eV

The geometry in XYZ format:
```
21
C5H13N2O, DFT the ωB97M-V functional and the def2-TZVPD basis
C 0.0011 -0.5671 0.4395
N 0.7873 -1.7621 0.0938
C 1.7063 -2.2250 1.2044
O 1.0178 -2.9350 2.1378
C 0.5399 0.6609 -0.3709
C -0.4888 1.1617 -1.3870
C -1.6226 1.9218 -0.7246
N -1.8260 3.3067 -1.1479
H -1.0331 -0.8252 0.1803
H 0.0315 -0.3855 1.5279
H 0.1817 -2.5177 -0.1862
H 2.1344 -1.3591 1.7426
H 2.4826 -2.8582 0.7217
H 0.9188 1.4128 0.3284
H 1.4343 0.2520 -0.8429
H 0.0935 1.8189 -2.0543
H -0.8514 0.3247 -1.9818
H -2.5730 1.4011 -0.9445
H -1.6153 1.7152 0.3537
H -1.2427 3.4957 -1.9506
H -1.5732 3.9906 -0.4488
```

=====

Molecular formula: C5H13N2O
Method: DFT, the ωB97M-V functional and the def2-TZVPD basis

Output
E: -10422.4814 eV
charge: -1
HOMO level: -2.321 eV
E_LUMO: 3.940 eV

The geometry in XYZ format:
```
21
C5H13N2O, DFT the ωB97M-V functional and the def2-TZVPD basis
C 1.2004 -1.0640 -2.1011
N 0.2099 -1.1590 -1.0292
C 0.1923 -0.0723 -0.0024
C -0.6898 1.0783 -0.5287
C -0.9134 2.2755 0.4283
O -1.1147 1.9894 1.7270
C -0.4281 -0.6134 1.2745
N 0.4573 -1.6263 1.8437
H 0.6927 -1.0170 -3.0723
H 1.7875 -0.1605 -1.9765
H 1.8877 -1.9194 -2.0822
H 0.1630 -2.0276 -0.5265
H 1.1940 0.3132 0.1627
H -0.2902 1.5158 -1.4675
H -1.6299 0.6436 -0.8044
H -1.7659 2.8591 -0.0148
H -0.0943 3.0147 0.3026
H -1.3947 -1.1008 1.0958
H -0.6967 0.2937 1.8451
H -0.0004 -2.0766 2.6702
H 1.2334 -1.1467 2.2557
```

=====

Molecular formula: C5H13N2O
Method: DFT, the ωB97M-V functional and the def2-TZVPD basis

Output
E: -10421.7222 eV
charge: -1
HOMO level: -2.492 eV
E_LUMO: 3.733 eV

The geometry in XYZ format:
```
21
C5H13N2O, DFT the ωB97M-V functional and the def2-TZVPD basis
C 0.2990 0.3508 -1.8815
N 0.5461 -0.8512 -2.5869
C -0.0542 0.1016 -0.3453
C 0.6963 -1.1046 0.3080
C -0.0276 -2.4395 0.2483
N 0.1658 1.3844 0.3996
C -0.9782 1.6663 1.4704
O -0.6032 1.3557 2.6286
H 1.0655 1.2290 -1.8324
H -0.6339 0.8722 -2.3133
H 1.2867 -1.4318 -2.3690
H -0.2854 -1.2891 -2.8283
H -1.1438 -0.0543 -0.2838
H 1.6345 -1.1553 -0.2556
H 0.9150 -0.9584 1.4176
H -0.3857 -2.7904 1.3394
H -0.8954 -2.4835 -0.4449
H 0.6327 -3.3106 0.0271
H 1.0837 1.4176 0.8470
H -1.8536 1.1502 0.9999
H -1.1896 2.7784 1.1785
```

=====

- charge of number 1 (C5H13N2)?
  +1

=====

- What is the formula in the second record?
  C5H13N2

=====

- What is the formula in the first record?
  C5H13N2